<A>
{"formula": "C4H6N2O2", "method": "ωB97M-V/def2-TZVPD", "e_homo_ev": -9.990, "symbols": ["C", "C", "C", "C", "H", "H", "H", "H", "H", "H", "N", "N", "O", "O"], "coordinates": [[-0.30, 0.47, -1.68], [-0.89, 0.74, -0.37], [-0.52, 0.63, 0.90], [0.38, -0.43, 1.47], [0.90, -0.67, -2.83], [1.10, -0.91, -1.02], [-1.98, 1.36, -0.51], [-1.24, 1.12, 1.61], [0.19, -1.76, 3.29], [0.21, 0.50, 3.59], [0.80, -0.44, -1.80], [0.48, -0.26, 2.85], [-0.58, 1.25, -2.63], [0.57, -1.65, 0.95]]}

---

<B>
{"formula": "C4H6N2O2", "method": "ωB97M-V/def2-TZVPD", "e_homo_ev": -9.391, "symbols": ["H", "N", "C", "O", "N", "C", "C", "C", "O", "H", "H", "H", "H", "H"], "coordinates": [[-2.75, -1.27, 0.34], [-1.80, -1.01, 0.12], [-1.02, -0.55, 1.03], [-0.84, -0.48, 2.21], [0.19, 0.12, 0.06], [1.08, 1.13, 0.63], [0.64, -0.80, -1.07], [-0.45, 0.13, -1.30], [-1.04, 0.89, -1.99], [1.55, 1.73, -0.14], [0.54, 1.82, 1.28], [1.85, 0.67, 1.25], [1.58, -0.52, -1.53], [0.48, -1.86, -0.89]]}

---

<C>
{"formula": "C4H6N2O2", "method": "ωB97M-V/def2-TZVPD", "e_homo_ev": -9.850, "symbols": ["H", "N", "C", "C", "O", "O", "N", "C", "C", "H", "H", "H", "H", "H"], "coordinates": [[0.05, 2.68, -0.85], [-0.80, 2.08, -0.37], [-0.28, 0.96, -0.02], [-1.41, -0.18, -0.10], [-1.33, -1.25, -0.72], [-2.56, 0.02, 0.62], [1.03, 0.78, -0.01], [1.16, -0.69, -0.58], [1.46, -0.40, 0.92], [-3.02, -0.77, 0.76], [0.15, -1.15, -1.05], [2.17, -0.94, -1.17], [2.63, -0.15, 1.01], [0.74, -0.99, 1.55]]}

---

Most favorable structure: <B>. The second most favorable one is 40.8 kcal/mol above it.

---

<A>
{"formula": "C20H20N4O4", "method": "ωB97M-V/def2-TZVPD", "e_homo_ev": -8.940, "symbols": ["C", "C", "C", "C", "C", "C", "C", "C", "C", "C", "N", "C", "O", "C", "N", "C", "N", "C", "C", "C", "N", "O", "O", "C", "C", "C", "C", "O", "H", "H", "H", "H", "H", "H", "H", "H", "H", "H", "H", "H", "H", "H", "H", "H", "H", "H", "H", "H"], "coordinates": [[2.52, -1.90, 0.97], [3.68, -1.26, 0.18], [3.57, -1.56, -1.34], [4.96, -1.95, 0.66], [3.67, 0.24, 0.46], [4.72, 0.84, 1.16], [4.72, 2.19, 1.46], [3.67, 2.99, 1.07], [2.62, 2.43, 0.36], [2.61, 1.08, 0.06], [1.54, 0.54, -0.68], [0.27, 0.99, -0.75], [-0.21, 1.94, -0.18], [-0.58, 0.10, -1.69], [-1.98, 0.25, -1.36], [-2.60, 1.43, -1.63], [-3.81, 1.72, -1.31], [-4.52, 0.79, -0.60], [-5.83, 1.09, -0.22], [-6.55, 0.16, 0.51], [-7.90, 0.48, 0.91], [-8.35, 1.55, 0.56], [-8.50, -0.34, 1.58], [-6.01, -1.07, 0.87], [-4.72, -1.38, 0.49], [-3.97, -0.46, -0.24], [-2.59, -0.76, -0.63], [-2.00, -1.79, -0.38], [2.46, -2.96, 0.75], [2.69, -1.78, 2.04], [1.56, -1.45, 0.74], [3.78, -0.68, -1.94], [2.59, -1.96, -1.60], [4.29, -2.32, -1.62], [5.83, -1.57, 0.14], [5.10, -1.82, 1.73], [4.89, -3.02, 0.48], [5.55, 0.25, 1.49], [5.54, 2.61, 2.04], [3.64, 4.04, 1.32], [1.79, 3.04, 0.06], [1.76, -0.31, -1.17], [-0.40, 0.40, -2.72], [-0.34, -0.96, -1.56], [-2.03, 2.17, -2.17], [-6.25, 2.05, -0.49], [-6.61, -1.76, 1.44], [-4.26, -2.32, 0.76]]}

---

<B>
{"formula": "C20H20N4O4", "method": "ωB97M-V/def2-TZVPD", "e_homo_ev": -7.764, "symbols": ["C", "O", "C", "C", "C", "C", "C", "C", "C", "N", "C", "C", "C", "C", "C", "N", "C", "C", "C", "C", "O", "N", "O", "N", "C", "C", "O", "C", "H", "H", "H", "H", "H", "H", "H", "H", "H", "H", "H", "H", "H", "H", "H", "H", "H", "H", "H", "H"], "coordinates": [[3.07, -4.05, 4.14], [2.36, -4.47, 2.99], [1.55, -3.51, 2.40], [0.36, -4.01, 1.90], [-0.52, -3.20, 1.19], [-0.24, -1.83, 0.99], [-1.20, -0.97, 0.29], [-2.48, -1.36, -0.07], [-3.28, -0.49, -0.77], [-4.54, -0.93, -0.97], [-5.38, -0.10, -1.62], [-4.99, 1.17, -2.06], [-3.71, 1.63, -1.79], [-2.82, 0.77, -1.11], [-1.54, 1.06, -0.76], [-0.95, 2.21, -1.20], [-0.07, 3.01, -0.35], [0.95, 3.82, -1.17], [1.85, 2.92, -2.01], [1.28, 3.16, -3.36], [1.65, 2.65, -4.40], [0.27, 4.10, -3.35], [0.18, 4.68, -2.06], [-0.76, 0.24, -0.11], [0.99, -1.34, 1.52], [1.91, -2.18, 2.17], [3.14, -1.69, 2.58], [4.08, -1.32, 1.52], [2.42, -3.49, 4.81], [3.48, -4.94, 4.65], [3.96, -3.48, 3.89], [0.13, -5.08, 2.10], [-1.40, -3.71, 0.79], [-2.99, -2.30, 0.21], [-6.38, -0.43, -1.84], [-5.71, 1.80, -2.54], [-3.47, 2.65, -2.05], [-1.49, 2.75, -1.85], [-0.70, 3.70, 0.26], [0.50, 2.34, 0.34], [1.56, 4.41, -0.48], [2.88, 3.27, -1.99], [1.78, 1.86, -1.75], [0.05, 4.60, -4.20], [1.25, -0.27, 1.44], [3.61, -0.57, 0.86], [4.99, -0.88, 1.92], [4.36, -2.22, 0.92]]}

---

Most favorable structure: <A>. The second most favorable one is 34.7 kcal/mol above it.

---

<A>
{"formula": "ClHNP", "method": "ωB97M-V/def2-TZVPD", "e_homo_ev": -10.743, "symbols": ["N", "P", "Cl", "H"], "coordinates": [[0.24, 1.52, 0.03], [0.68, 2.90, 0.17], [-0.59, -1.31, -0.08], [-0.50, -0.15, -0.52]]}

---

<B>
{"formula": "ClHNP", "method": "ωB97M-V/def2-TZVPD", "e_homo_ev": -9.747, "symbols": ["H", "P", "N", "Cl"], "coordinates": [[-0.15, 1.22, 1.28], [0.53, 0.88, 0.08], [-0.41, -0.34, -0.11], [0.02, -1.76, -1.25]]}

---

Most favorable structure: <A>. The second most favorable one is 34.9 kcal/mol above it.

---

<A>
{"formula": "C6H11NO2", "method": "ωB97M-V/def2-TZVPD", "e_homo_ev": -7.740, "symbols": ["C", "C", "C", "C", "O", "H", "H", "H", "H", "H", "H", "C", "C", "N", "O", "H", "H", "H", "H", "H"], "coordinates": [[2.40, 0.84, -1.00], [1.62, 0.37, -0.17], [1.13, -1.13, 0.39], [0.22, -1.83, -0.61], [0.54, -1.23, 1.71], [2.83, 1.09, -1.94], [2.07, -1.68, 0.46], [-0.81, -1.51, -0.48], [0.55, -1.66, -1.64], [0.19, -2.91, -0.43], [0.47, -2.17, 1.92], [-1.44, 1.24, -0.89], [-0.71, 1.43, 0.40], [-1.40, 1.24, 1.54], [0.46, 1.93, 0.46], [-0.71, 0.99, -1.67], [-1.96, 2.16, -1.17], [-2.16, 0.43, -0.80], [-2.35, 0.90, 1.52], [-0.93, 1.48, 2.40]]}

---

<B>
{"formula": "C6H11NO2", "method": "ωB97M-V/def2-TZVPD", "e_homo_ev": -8.299, "symbols": ["C", "C", "N", "C", "O", "C", "C", "O", "C", "H", "H", "H", "H", "H", "H", "H", "H", "H", "H", "H"], "coordinates": [[1.42, -1.19, -0.96], [1.27, -0.71, 0.28], [2.27, -0.67, 1.24], [-0.01, -0.10, 0.78], [-0.28, -0.18, 2.00], [-0.63, 1.07, 0.08], [0.25, 2.02, -0.65], [-1.26, -0.24, -0.72], [-2.48, -0.76, -0.24], [2.29, -1.77, -1.23], [0.64, -1.05, -1.70], [1.90, -0.63, 2.18], [3.02, -1.33, 1.13], [-1.44, 1.49, 0.68], [0.87, 2.53, 0.08], [0.93, 1.50, -1.32], [-0.34, 2.73, -1.23], [-3.27, 0.00, -0.28], [-2.75, -1.60, -0.88], [-2.39, -1.12, 0.79]]}

---

Most favorable structure: <B>. The second most favorable one is 32.6 kcal/mol above it.

---

<A>
{"formula": "C6H11NO2", "method": "ωB97M-V/def2-TZVPD", "e_homo_ev": -9.038, "symbols": ["C", "N", "C", "C", "C", "C", "C", "O", "O", "H", "H", "H", "H", "H", "H", "H", "H", "H", "H", "H"], "coordinates": [[-1.32, 1.61, -1.77], [-0.28, 0.64, -2.13], [0.78, 0.47, -1.17], [0.36, 0.11, 0.24], [-0.18, -1.27, 0.51], [-0.01, -1.27, 2.04], [1.36, -0.59, 2.16], [2.10, -0.63, 3.02], [1.60, 0.09, 1.02], [-2.28, 1.12, -1.73], [-1.11, 2.14, -0.85], [-1.39, 2.36, -2.55], [-0.69, -0.25, -2.37], [1.41, -0.35, -1.50], [1.43, 1.33, -1.10], [-0.27, 0.83, 0.75], [0.40, -2.04, 0.04], [-1.24, -1.39, 0.32], [-0.74, -0.68, 2.57], [0.09, -2.23, 2.51]]}

---

<B>
{"formula": "C6H11NO2", "method": "ωB97M-V/def2-TZVPD", "e_homo_ev": -8.383, "symbols": ["C", "C", "C", "C", "C", "O", "C", "N", "O", "H", "H", "H", "H", "H", "H", "H", "H", "H", "H", "H"], "coordinates": [[-0.70, -1.04, 2.51], [0.25, -1.34, 1.65], [0.88, -0.49, 0.30], [-0.26, 0.19, -0.31], [-1.33, -0.65, -0.95], [-0.76, 1.29, 0.33], [0.80, 0.87, -1.72], [1.17, 2.17, -1.68], [0.95, 0.18, -2.71], [-0.83, -1.58, 3.44], [-1.40, -0.22, 2.40], [0.82, -2.25, 1.81], [1.63, 0.17, 0.73], [1.30, -1.27, -0.34], [-1.48, -1.61, -0.46], [-2.28, -0.12, -1.02], [-1.03, -0.88, -1.98], [-0.50, 1.32, 1.26], [1.66, 2.58, -2.47], [1.12, 2.66, -0.80]]}

---

Most favorable structure: <A>. The second most favorable one is 35.1 kcal/mol above it.

---

<A>
{"formula": "C4H6N2O", "method": "ωB97M-V/def2-TZVPD", "e_homo_ev": [-8.617, -8.267], "symbols": ["C", "O", "C", "C", "N", "C", "N", "H", "H", "H", "H", "H", "H"], "coordinates": [[1.66, -0.57, 1.13], [0.41, -0.66, 1.30], [-0.50, -0.42, 0.32], [-1.88, -0.62, 0.41], [-2.41, -0.19, -0.73], [-1.33, 0.25, -1.44], [-0.14, 0.13, -0.86], [2.27, -0.69, 2.02], [2.19, 1.89, -0.41], [2.05, -0.36, 0.14], [-2.45, -1.05, 1.22], [-1.44, 0.70, -2.42], [1.56, 1.58, -0.68]]}

---

<B>
{"formula": "C4H6N2O", "method": "ωB97M-V/def2-TZVPD", "e_homo_ev": -7.455, "symbols": ["N", "C", "N", "C", "C", "C", "O", "H", "H", "H", "H", "H", "H"], "coordinates": [[-1.46, 1.00, -1.22], [-0.41, 0.32, -0.55], [0.60, -0.41, -1.23], [1.41, -0.98, -0.26], [0.93, -0.72, 0.98], [-0.19, 0.17, 0.79], [-0.93, 0.78, 1.77], [-1.14, 1.76, -1.80], [-2.12, 1.36, -0.55], [0.29, -1.17, -1.82], [2.23, -1.58, -0.63], [1.34, -1.09, 1.90], [-0.55, 0.56, 2.62]]}

---

<C>
{"formula": "C4H6N2O", "method": "ωB97M-V/def2-TZVPD", "e_homo_ev": -10.443, "symbols": ["C", "C", "N", "C", "N", "C", "O", "H", "H", "H", "H", "H", "H"], "coordinates": [[-0.40, 0.82, 1.38], [0.42, -0.27, 0.72], [0.25, -0.27, -0.73], [0.82, 0.71, -1.43], [1.32, 1.55, -2.01], [-0.53, -1.22, -1.35], [-1.07, -2.11, -0.77], [-1.46, 0.67, 1.19], [-0.24, 0.80, 2.45], [-0.11, 1.80, 1.00], [1.48, -0.14, 0.94], [0.10, -1.26, 1.06], [-0.57, -1.06, -2.44]]}

---

Most favorable structure: <C>. The second most favorable one is 7.4 kcal/mol above it.

---

<A>
{"formula": "CH3FNO2S", "method": "ωB97M-V/def2-TZVPD", "e_homo_ev": -3.882, "total_charge": -1, "symbols": ["C", "N", "O", "O", "F", "S", "H", "H", "H"], "coordinates": [[1.11, 0.18, 0.21], [-0.12, -0.65, -0.49], [-1.37, 0.70, 1.09], [-2.58, -1.04, -0.08], [1.70, 1.03, -0.67], [-1.72, 0.18, -0.26], [0.60, 0.72, 1.02], [2.08, -0.38, 0.63], [0.30, -0.75, -1.44]]}

---

<B>
{"formula": "CH3FNO2S", "method": "ωB97M-V/def2-TZVPD", "e_homo_ev": -4.015, "total_charge": -1, "symbols": ["C", "N", "O", "O", "F", "S", "H", "H", "H"], "coordinates": [[0.34, 1.27, -1.01], [-1.44, -0.40, 1.03], [1.34, -0.59, 0.84], [0.34, -1.44, -1.28], [0.78, 2.05, 0.12], [0.44, -0.34, -0.24], [1.34, 1.39, -1.48], [-2.04, -0.80, 0.36], [-1.08, -1.15, 1.65]]}

---

Most favorable structure: <A>. The second most favorable one is 59.0 kcal/mol above it.

---

<A>
{"formula": "C2H6N2O", "method": "ωB97M-V/def2-TZVPD", "e_homo_ev": -9.471, "symbols": ["C", "N", "N", "C", "O", "H", "H", "H", "H", "H", "H"], "coordinates": [[1.54, -0.73, 0.05], [0.36, 0.00, -0.11], [0.34, 1.41, 0.04], [-0.86, -0.63, 0.01], [-1.92, -0.08, 0.04], [2.40, -0.20, -0.61], [2.01, -1.00, 1.14], [1.33, -1.77, -0.49], [0.56, 1.80, -0.92], [0.82, 1.80, 0.82], [-0.76, -1.75, -0.15]]}

---

<B>
{"formula": "C2H6N2O", "method": "ωB97M-V/def2-TZVPD", "e_homo_ev": -9.272, "symbols": ["N", "N", "C", "C", "O", "H", "H", "H", "H", "H", "H"], "coordinates": [[-1.40, -0.61, -0.06], [-1.04, 0.71, -0.34], [0.18, 1.04, -0.22], [1.12, 0.11, 0.29], [1.04, -0.79, -0.69], [-0.98, -0.93, 0.75], [-2.40, -0.65, -0.11], [0.34, 1.95, -0.84], [2.09, 0.47, 0.34], [0.94, -0.20, 1.27], [0.10, -1.10, -0.41]]}

---

Most favorable structure: <A>. The second most favorable one is 32.2 kcal/mol above it.